Density functional theory data (wB97M-V/def2-TZVPD) for a molecular structure, C27H30FN6O4PtS2Se in a non-equilibrium geometry.

```
72
Properties=species:S:1:pos:R:3:forces:R:3
Pt -0.030273 -0.323799 0.451742 -0.604 -1.489 -0.725
C -0.446643 0.551701 -2.454527 0.041 -0.013 -0.052
N -0.199985 1.150798 -1.112138 -0.054 -0.104 0.066
C -1.411649 1.909119 -0.698950 -0.124 -0.047 -0.084
C -1.324995 2.181848 0.772172 -0.044 0.111 0.142
N -1.371860 0.875593 1.515315 0.265 0.319 0.240
C -0.983896 1.150714 2.929771 -0.160 0.235 -0.023
C -2.753307 0.337836 1.491800 0.032 0.090 0.139
C -3.720542 0.983732 2.255947 -0.195 0.110 0.087
C -5.026552 0.531561 2.257345 0.024 -0.002 -0.003
C -5.368146 -0.576091 1.486553 0.061 -0.014 -0.018
C -4.405136 -1.205507 0.723679 -0.112 -0.053 -0.012
C -3.079342 -0.755609 0.712071 -0.124 -0.134 -0.069
S -1.904822 -1.562174 -0.299702 -0.018 0.264 0.236
C 0.981607 2.040938 -1.144591 0.080 -0.053 -0.074
C 1.169930 2.866886 -2.244554 -0.048 0.133 -0.136
C 2.282711 3.686342 -2.327049 -0.042 -0.014 0.008
C 3.217973 3.676515 -1.301448 0.004 -0.039 0.051
C 3.026412 2.858917 -0.202929 0.029 0.078 -0.028
C 1.905510 2.033708 -0.110873 0.156 0.012 0.068
S 1.741264 1.015622 1.307701 -0.035 -0.289 -0.248
H -0.901688 1.296434 -3.108865 0.025 -0.008 0.015
H -1.133546 -0.280959 -2.343886 -0.006 0.003 -0.012
H 0.491226 0.222193 -2.892220 -0.028 0.006 0.011
H -2.274750 1.278645 -0.919233 -0.046 0.045 -0.042
H -1.495487 2.830559 -1.276306 0.064 0.037 0.002
H -2.144205 2.809264 1.122218 -0.032 0.016 -0.033
H -0.376041 2.651420 1.027950 -0.020 0.071 0.007
H -1.479552 2.063725 3.261433 0.046 -0.063 0.032
H 0.085261 1.296038 2.973639 0.087 0.051 0.091
H -1.300490 0.325184 3.546167 -0.018 -0.103 0.079
H -3.471010 1.855153 2.850402 -0.024 -0.099 -0.056
H -5.772178 1.043220 2.850082 0.004 -0.007 -0.003
H -6.387076 -0.940344 1.478166 0.012 0.002 -0.010
H -4.664623 -2.059839 0.109069 -0.006 0.024 0.024
H 0.456995 2.872501 -3.059655 0.039 -0.010 0.048
H 2.421285 4.319442 -3.192664 -0.002 -0.013 -0.001
H 4.106202 4.290910 -1.366125 -0.018 0.005 0.012
H 3.761571 2.830500 0.591484 -0.010 -0.004 -0.010
C -1.823335 -2.209726 4.519803 -0.098 -0.052 -0.021
N -1.805743 -3.068027 3.340056 0.010 0.023 0.076
C -2.679559 -4.112819 3.147271 -0.035 0.071 0.072
C -2.268728 -4.771405 2.043440 0.036 0.011 -0.147
N -1.150226 -4.124909 1.577151 0.194 -0.107 0.222
C -0.349980 -4.585991 0.445045 -0.141 -0.004 0.003
C -0.878269 -3.071854 2.366699 0.013 -0.249 -0.143
Se 0.620736 -1.922217 2.213317 -0.214 0.234 0.125
H -1.564681 -2.794852 5.400046 -0.021 -0.025 -0.005
H -2.815689 -1.780508 4.640772 0.003 0.031 -0.034
H -1.084126 -1.430377 4.390790 0.069 0.007 0.005
H -3.502145 -4.299152 3.815237 0.018 0.013 -0.015
H -2.670283 -5.640174 1.552426 0.011 0.012 0.007
H -0.295700 -5.671766 0.483997 -0.014 0.026 0.002
H 0.640445 -4.156425 0.519506 0.081 0.047 0.027
H -0.801933 -4.253474 -0.483049 -0.057 0.028 -0.075
F 6.849273 -0.787056 -2.317159 0.004 0.002 -0.014
C 5.651463 -0.751207 -2.899718 0.054 0.000 0.009
C 4.698088 -1.619578 -2.573747 -0.133 -0.075 -0.006
N 3.451692 -1.608915 -3.181031 0.050 -0.048 0.015
C 2.356165 -2.340874 -2.581578 -0.175 -0.058 0.090
C 1.786273 -1.550703 -1.402451 -0.056 0.043 0.077
O 0.619836 -1.908785 -0.951023 0.651 0.927 0.396
O 2.394755 -0.600372 -0.957892 0.512 0.007 -0.407
C 3.101305 -0.605069 -4.060396 -0.020 0.119 0.079
O 1.964214 -0.457969 -4.470716 0.041 -0.007 -0.011
N 4.131906 0.225875 -4.427927 0.025 -0.019 -0.014
C 5.424310 0.292080 -3.894444 -0.054 0.036 -0.056
O 6.210925 1.134538 -4.241719 0.006 -0.003 0.000
H 4.859429 -2.373602 -1.816863 0.001 -0.010 -0.007
H 2.699912 -3.325340 -2.266316 0.010 0.005 0.072
H 1.571244 -2.471376 -3.321129 0.020 -0.053 -0.046
H 3.890877 0.943630 -5.096891 0.009 0.017 0.003
```
Positions in Å, forces in eV/Å.

Summary:
Total charge = +1
Energy above the lowest of the compared OMol25 structures with the same formula, charge and spin = 84.9 kJ/mol

Density functional theory data (wB97M-V/def2-TZVPD) for C2H3I2N in the gas phase in a non-equilibrium geometry.

```
8
Properties=species:S:1:pos:R:3:forces:R:3
H 1.325558 -2.008129 -0.722435 0.986 0.057 0.464
N 0.593911 -1.371626 -0.516486 -2.038 0.542 -0.337
C 0.486319 -0.300993 0.057791 1.011 0.669 0.521
I 2.293716 0.637433 1.064596 -0.622 -0.174 -0.205
C -0.710124 0.639183 0.163169 -1.863 -2.252 2.227
I -2.217465 0.043844 -1.254811 0.043 0.165 0.251
H -1.245669 0.722683 1.224898 1.426 -0.907 -2.100
H -0.526246 1.637606 -0.016721 1.058 1.900 -0.821
```
Positions in Å, forces in eV/Å.

Summary:
SMILES = [H]/N=C(\I)CI
Energy above the lowest of the compared OMol25 structures with the same formula, charge and spin = 28.4 kJ/mol

Density functional theory data (wB97M-V/def2-TZVPD) for C3H7OPS3 in the gas phase in a non-equilibrium geometry.

```
15
Properties=species:S:1:pos:R:3:forces:R:3
C 0.198555 -1.842439 2.693029 -0.271 1.008 0.901
S 1.093845 -1.323720 1.189834 -0.707 0.718 -0.183
P -0.426789 0.017123 0.401700 -1.527 0.104 2.148
S -1.831999 1.213547 2.288544 1.656 -1.796 -2.427
O 0.265393 1.216973 -0.369821 0.042 -0.230 -1.152
C -0.113305 1.424888 -1.773942 -0.153 -1.069 0.508
C -0.377596 0.094865 -2.515188 3.964 -1.763 4.249
S -1.209530 -1.033421 -1.338224 -0.363 0.650 1.271
H 0.840678 -1.720646 3.623858 -0.724 -0.269 -1.368
H -0.213846 -2.848710 2.581171 0.320 0.171 0.057
H -0.650622 -1.112832 2.770297 0.589 -0.619 0.291
H 0.718367 1.945297 -2.155289 0.947 0.600 -0.731
H -0.983688 2.063634 -1.809595 -0.342 0.057 0.141
H -1.015778 0.158542 -3.267901 -2.544 0.685 -3.572
H 0.527936 -0.563733 -2.757059 -0.886 1.752 -0.135
```
Positions in Å, forces in eV/Å.

Summary:
SMILES = CS[P@@]1(=S)OCCS1
Energy above the lowest of the compared OMol25 structures with the same formula, charge and spin = 99.7 kJ/mol

Calculated Kohn-Sham gap, 6.54; 9.29; 6.99 eV (same order as the records).